Record 1
ORCA calculation (ωB97M-V with the def2-TZVPD basis set) on a cluster of 2 separate species, BrClO2S in total at a distorted geometry.

```
! wB97M-V def2-TZVPD RIJCOSX def2/J DEFGRID3
* xyz 0 3
Br 1.4351 1.3859 1.4826
Cl 1.5229 2.6343 -0.2810
S -0.5491 -1.3782 -0.0868
O -0.5213 -1.4716 -1.5269
O -1.8877 -1.1705 0.4122
*
```

As for the energy above the lowest of the compared OMol25 structures with the same formula, charge and spin: 1.633 eV. The gap between HOMO and LUMO (alpha / beta) is 6.737 / 5.634 eV. The LUMO energy (alpha / beta) comes out at -1.6 / -5.1 eV.


Record 2
ORCA calculation (ωB97M-V with the def2-TZVPD basis set) on a structure of composition BrCu at a distorted geometry.

```
! wB97M-V def2-TZVPD RIJCOSX def2/J DEFGRID3
* xyz 0 1
Br -0.1166 1.3995 0.2965
Cu 0.1166 -1.3995 -0.2965
*
```

As for the energy above the lowest of the compared OMol25 structures with the same formula, charge and spin: 0.596 eV. The gap between HOMO and LUMO is 6.647 eV. The LUMO energy comes out at -2.3 eV.


Record 3
ORCA calculation (ωB97M-V with the def2-TZVPD basis set) on the molecule BrFH2NO3PS.

```
! wB97M-V def2-TZVPD RIJCOSX def2/J DEFGRID3
* xyz 0 1
Br -2.8334 -1.4397 -0.4077
S 1.5090 -0.0664 -0.0581
P -1.2561 -0.4193 0.7908
F 1.6827 -0.9713 1.1925
O 2.4187 -0.5066 -1.0451
O -1.7351 1.1256 0.6142
O 1.5182 1.2745 0.4186
N -0.0141 -0.5447 -0.4444
H -0.2528 -0.1638 -1.3590
H -1.0370 1.7118 0.2984
*
```

The SMILES is O=S(=O)(F)NP(O)Br. The gap between HOMO and LUMO is 10.548 eV. The LUMO energy comes out at 0.2 eV.


Record 4
ORCA calculation (ωB97M-V with the def2-TZVPD basis set) on the molecule BrFH2Si at a distorted geometry.

```
! wB97M-V def2-TZVPD RIJCOSX def2/J DEFGRID3
* xyz 0 1
Br 2.1478 -1.6375 0.1308
Si 0.5042 -0.0805 0.2568
F 1.3965 1.0010 1.3319
H -0.9225 -0.3113 0.6445
H 0.6417 0.4818 -1.1108
*
```

As for the energy above the lowest of the compared OMol25 structures with the same formula, charge and spin: 0.718 eV. The SMILES is F[SiH2]Br. The gap between HOMO and LUMO is 11.220 eV. The LUMO energy comes out at 0.3 eV.


Record 5
ORCA calculation (ωB97M-V with the def2-TZVPD basis set) on the molecule BrFHOPS at a distorted geometry.

```
! wB97M-V def2-TZVPD RIJCOSX def2/J DEFGRID3
* xyz 0 1
Br 1.2052 1.7699 0.0622
S 1.0494 -1.9708 0.2514
P 0.3626 -0.1543 -0.2571
F -0.0233 -0.0417 -1.7649
O -1.2632 0.1057 0.3625
H -1.3306 0.2911 1.3460
*
```

As for the energy above the lowest of the compared OMol25 structures with the same formula, charge and spin: 0.421 eV. The SMILES is O[P@](F)(=S)Br. The gap between HOMO and LUMO is 9.396 eV. The LUMO energy comes out at -0.4 eV.


Record 6
ORCA calculation (ωB97M-V with the def2-TZVPD basis set) on a structure of composition BrFeH43O22 at a distorted geometry.

```
! wB97M-V def2-TZVPD RIJCOSX def2/J DEFGRID3
* xyz 1 6
Br -1.6142 4.9070 -0.3858
Fe -0.8162 2.4517 -0.0551
O -2.5117 2.1009 0.9978
O 3.6791 -1.3266 -1.4534
O 1.8359 -0.7344 1.5688
O -3.7646 -0.7110 0.3793
O 0.8385 2.9332 -1.0737
O -3.9359 -3.3539 0.1889
O 4.0726 0.9948 0.9074
O -4.5998 1.8712 -0.9998
O 0.3918 -0.8990 -4.8665
O 3.8709 -1.3768 3.2797
O 3.0647 3.5067 0.4649
O -1.6955 1.9162 -1.7796
O -0.3376 1.2175 3.8401
O -1.1012 -2.7227 -0.8097
O -1.4591 -1.0569 2.2854
O -2.4321 -0.6768 -1.9528
O 1.2123 0.1079 -2.3531
O 3.9100 1.3686 -2.9923
O -0.1855 0.6296 0.1211
O 1.6600 -2.9495 -0.3090
O -0.0130 2.8925 1.7066
O -0.2943 -2.8831 4.0282
H -0.9819 1.3848 4.5280
H 3.3708 -1.0057 2.5528
H 3.1766 0.6597 0.8764
H 4.1622 0.7620 -2.2962
H 1.8030 -3.8932 -0.3813
H 1.6106 3.1764 -0.5628
H 2.9614 -1.8924 -1.1687
H -1.9320 0.9903 -1.8348
H -0.4054 -0.2389 -0.2686
H 4.6169 0.2481 0.6577
H -4.6125 -3.7363 -0.3698
H -1.9619 2.2826 -2.6228
H -3.5847 -4.0952 0.6822
H -3.3130 -0.7104 -0.4646
H 4.6507 -1.7500 2.8688
H 0.2482 2.2919 2.4046
H -2.8668 2.7970 1.5506
H -0.6523 0.4257 3.4040
H -0.7567 -3.7212 4.0202
H 0.7276 -0.4148 -4.1122
H -1.2641 -2.8636 0.1230
H 1.5190 -1.6375 1.5503
H 4.3773 -1.9319 -1.7032
H 2.9575 1.4321 -2.9219
H 0.7335 -2.8304 -0.5183
H -1.3575 -3.5461 -1.2252
H 1.1879 -0.2424 1.0646
H -2.4110 -1.0238 2.1913
H 0.4302 3.7140 1.9186
H -3.8242 -1.6357 0.6190
H -3.0084 -1.1759 -2.5315
H -1.1240 -0.8046 1.4250
H 3.5360 3.9371 1.1783
H 3.4166 2.6167 0.4473
H 0.8188 0.2249 -1.4884
H 2.0307 -0.3585 -2.1832
H -3.2662 1.5486 0.7931
H 1.0867 3.1079 -1.9815
H -4.9256 1.0594 -1.3885
H 0.4867 -0.2937 -5.6019
H -5.0732 2.5644 -1.4598
H -0.6901 -2.3838 3.3138
H -1.6726 -1.2446 -1.8222
*
```

The gap between HOMO and LUMO (alpha / beta) is 8.792 / 7.177 eV. The LUMO energy (alpha / beta) comes out at -3.4 / -4.9 eV.


Record 7
ORCA calculation (ωB97M-V with the def2-TZVPD basis set) on a structure of composition BrH10LiO5 at a distorted geometry.

```
! wB97M-V def2-TZVPD RIJCOSX def2/J DEFGRID3
* xyz 0 1
Br -2.5096 1.0239 2.0250
O 0.9745 -0.4159 1.7957
O 0.7126 2.1378 0.9599
O -0.5731 1.2202 -1.3559
O 0.9317 -1.5276 -2.3425
O -0.6539 -1.6323 -0.2141
Li -0.3047 0.3919 0.5473
H -1.5628 -1.6592 -0.7170
H 0.1293 2.7120 1.4230
H -0.4369 -2.5921 -0.1431
H -1.1049 0.9221 -2.2338
H 0.2176 -1.5552 -1.5830
H 1.5636 -1.1150 1.9186
H 1.3627 -0.0221 2.5047
H -0.5882 2.1932 -1.1278
H 1.3377 1.6884 1.6067
H 0.5044 -1.7700 -3.0639
*
```

As for the energy above the lowest of the compared OMol25 structures with the same formula, charge and spin: 0.711 eV. The gap between HOMO and LUMO is 7.094 eV. The LUMO energy comes out at -0.5 eV.


Record 8
ORCA calculation (ωB97M-V with the def2-TZVPD basis set) on a cluster of 6 separate species, BrH10O5 in total.

```
! wB97M-V def2-TZVPD RIJCOSX def2/J DEFGRID3
* xyz -1 1
Br -5.3334 -20.8721 20.1564
O -6.6369 -24.5882 17.5604
O -10.1313 -20.3700 19.0765
O -3.6913 -20.2135 24.1521
O -7.3788 -19.0926 15.9093
O -1.2453 -22.2571 19.2226
H -10.6045 -19.8467 19.7234
H -1.9701 -21.6801 19.4637
H -5.8182 -24.6636 17.0703
H -6.8671 -19.4745 16.6224
H -2.7960 -20.5519 24.1614
H -6.4527 -23.9360 18.2364
H -0.6255 -22.1798 19.9479
H -4.0020 -20.3812 23.2624
H -6.7275 -18.8404 15.2548
H -9.2272 -20.3797 19.3906
*
```

As for the energy above the lowest of the compared OMol25 structures with the same formula, charge and spin: 1.029 eV. The gap between HOMO and LUMO is 7.695 eV. The LUMO energy comes out at 3.2 eV.


Record 9
ORCA calculation (ωB97M-V with the def2-TZVPD basis set) on the ion BrH2NO2P with charge -1 at a distorted geometry.

```
! wB97M-V def2-TZVPD RIJCOSX def2/J DEFGRID3
* xyz -1 1
Br 3.0739 0.3217 1.2643
P 1.6123 1.0495 -0.2129
O 2.1270 0.6861 -1.5971
O 1.1410 2.3966 0.1558
N 0.4785 -0.1239 0.3276
H -0.3272 0.3817 -0.2233
H 0.2605 -0.1641 1.3126
*
```

As for the energy above the lowest of the compared OMol25 structures with the same formula, charge and spin: 0.463 eV. The SMILES is N[P@](=O)([O-])Br. The gap between HOMO and LUMO is 8.744 eV. The LUMO energy comes out at 3.6 eV.


Record 10
ORCA calculation (ωB97M-V with the def2-TZVPD basis set) on a structure of composition BrH2NOS2 at a distorted geometry.

```
! wB97M-V def2-TZVPD RIJCOSX def2/J DEFGRID3
* xyz 0 3
Br -2.6435 -0.5216 0.0094
S 0.0697 0.4196 -0.2441
S 1.7916 -0.0728 0.7575
O -0.0365 1.8512 -0.0351
N -0.8135 -0.7655 0.1020
H 0.5674 0.2524 -1.7382
H 1.0648 -1.1632 1.1485
*
```

As for the energy above the lowest of the compared OMol25 structures with the same formula, charge and spin: 1.789 eV. The gap between HOMO and LUMO (alpha / beta) is 6.124 / 6.969 eV. The LUMO energy (alpha / beta) comes out at -0.2 / -3.3 eV.


Record 11
ORCA calculation (ωB97M-V with the def2-TZVPD basis set) on a structure of composition BrH3P2 at a distorted geometry.

```
! wB97M-V def2-TZVPD RIJCOSX def2/J DEFGRID3
* xyz 0 1
Br -0.4441 1.9777 1.6386
P 0.7627 -0.7375 0.0773
P -0.9165 0.6195 -0.0637
H -0.1250 1.1402 -1.5557
H -0.0199 -1.4520 0.9894
H 0.7428 -1.5479 -1.0859
*
```

As for the energy above the lowest of the compared OMol25 structures with the same formula, charge and spin: 0.999 eV. The gap between HOMO and LUMO is 8.947 eV. The LUMO energy comes out at -0.1 eV.


Record 12
ORCA calculation (ωB97M-V with the def2-TZVPD basis set) on a cluster of 25 separate species, BrH48O24 in total at a distorted geometry.

```
! wB97M-V def2-TZVPD RIJCOSX def2/J DEFGRID3
* xyz -1 1
Br -5.4553 14.6639 6.6028
O -6.8357 10.8250 8.2098
O -5.0771 14.9185 2.5023
O -0.9846 14.5873 8.5116
O -2.3002 15.7484 2.5857
O -5.6554 20.4229 7.2171
O -4.0819 12.4876 3.5148
O -9.5804 14.5997 3.7477
O -9.1617 11.1138 5.0427
O -7.2552 13.1804 3.4878
O -6.1524 17.1796 9.0839
O -5.9632 17.1767 3.9880
O -8.7863 13.9225 7.8067
O -1.4048 16.9703 7.2130
O -9.3214 17.5860 7.0132
O -6.0327 15.1298 10.8508
O -1.9911 13.7134 5.0471
O -2.3182 12.0380 9.3009
O -6.9605 9.7031 4.6324
O -5.4118 11.5963 5.7870
O -4.9260 12.6370 9.1212
O -3.3273 16.8639 5.2814
O -3.4163 15.6279 9.3634
O -2.6996 10.6812 7.1830
O -6.6756 17.9618 6.5169
H -5.8753 19.5753 6.8306
H -9.7252 16.9081 6.4713
H -1.5076 11.7603 9.7276
H -4.0947 15.4479 8.7125
H -6.3326 11.5508 8.5790
H -8.0452 14.5071 7.9654
H -6.3344 10.2616 5.0933
H -1.6178 16.0844 7.5064
H -4.6965 11.6554 5.1537
H -4.1863 13.3588 3.1323
H -8.7553 14.1462 3.9201
H -6.2007 15.7885 10.1770
H -5.2529 13.2156 8.4323
H -8.9245 11.9637 4.6717
H -5.7830 14.7845 1.8699
H -3.9777 12.7674 9.1142
H -2.3508 16.1810 1.7333
H -1.9852 10.4475 6.5904
H -3.2083 15.5356 2.8010
H -6.2228 17.7099 4.7393
H -8.3934 10.5632 4.8917
H -0.8667 13.6460 8.6386
H -6.3777 13.2226 3.8677
H -6.6580 17.9896 9.1514
H -2.5092 14.5046 5.1945
H -1.3026 13.9869 4.4410
H -6.8618 9.9417 3.7107
H -6.3990 17.0659 6.3242
H -3.4039 17.2444 4.4064
H -3.1351 12.3726 3.5950
H -1.9866 17.1229 6.4684
H -3.5759 16.5325 9.6324
H -10.0314 17.9004 7.5729
H -5.4638 12.4708 6.1726
H -6.0411 17.0440 8.1429
H -5.1418 14.8276 10.6742
H -4.1303 16.3549 5.3927
H -6.4352 10.6656 7.3551
H -3.3598 11.0812 6.6170
H -6.5409 17.4620 3.2801
H -7.6122 17.8894 6.7008
H -4.7210 20.3611 7.4155
H -1.8209 14.7836 8.9337
H -7.2357 12.4071 2.9240
H -9.5133 14.8815 2.8354
H -8.5080 13.3762 7.0716
H -2.3681 11.5025 8.5090
H -5.4414 15.5294 3.1428
*
```

As for the energy above the lowest of the compared OMol25 structures with the same formula, charge and spin: 2.519 eV. The gap between HOMO and LUMO is 8.764 eV. The LUMO energy comes out at 1.5 eV.


no.,molar mass (g/mol),total energy (Eh)
1,179.42,-3582.69259
2,143.45,-4214.44815
3,225.96,-3695.15014
4,129.00,-2964.63848
5,178.95,-3489.34304
6,531.07,-5518.67544
7,176.92,-2963.78230
8,169.98,-2956.30316
9,158.90,-3121.98179
10,176.06,-3501.32046
11,144.88,-3258.46518
12,512.26,-4408.75003